# C10H103NNbO43

A molecular structure, C10H103NNbO43 (the ωB97M-V functional and the def2-TZVPD basis, OMol25).

Its frontier orbital gap is 5.56 eV. The calculation puts the total energy at -3789.5248 hartree. The relative energy (zero: lowest compared OMol25 entry of this formula, charge and spin) is 0.00 kcal per mole. Its charge is -1.

Geometry (Å):
O: -0.0430 -2.9758 0.5853
C: 0.6570 -1.7909 0.8252
C: 1.8227 -1.7337 1.7188
C: 2.5024 -0.4556 1.9738
C: 2.0630 0.8309 1.3328
C: 0.8961 0.7692 0.4492
C: 0.2317 -0.5011 0.2175
C: -1.0473 -0.4662 -0.7150
N: -2.1112 0.3585 -0.0867
C: -2.1937 0.1333 1.3753
C: -3.6176 0.5742 1.9838
C: -4.8481 -0.0011 1.1681
Nb: -4.8726 -2.2824 1.2290
H: -0.9865 -2.8839 0.8412
H: 2.1490 -2.6806 2.2021
H: 3.3617 -0.4768 2.6755
H: 2.5269 1.8264 1.5055
H: 0.4835 1.6836 -0.0478
H: -1.4729 -1.5011 -0.8565
H: -0.7982 -0.0653 -1.7607
H: -1.8647 1.3395 -0.2407
H: -1.4311 0.7322 1.9620
H: -1.9975 -0.9417 1.6491
H: -3.5857 0.2548 3.0616
H: -3.5831 1.7084 2.0077
H: -4.7822 0.4160 0.1236
H: -5.7795 0.3680 1.7005
H: -3.8868 -2.1819 2.7764
H: -6.4411 -2.2940 2.1591
H: -5.6969 -2.2609 -0.3939
H: -3.2630 -2.2476 0.3253
H: -4.7246 -4.1029 1.2556
O: 3.2907 2.1893 4.4299
H: 3.1367 1.4601 3.8239
H: 2.7955 1.9501 5.2212
O: 0.4547 -0.5932 -3.7460
H: 1.0750 0.1305 -3.8943
H: 0.8242 -1.0661 -2.9893
O: 5.3359 -0.9428 3.6063
H: 5.9628 -0.2341 3.4142
H: 5.7075 -1.3794 4.3823
O: -5.3413 3.2602 0.9573
H: -5.0617 3.1932 0.0346
H: -6.2248 2.8671 0.9607
O: -5.7174 -0.9755 4.6921
H: -5.4198 -0.2216 5.2148
H: -6.1330 -1.5601 5.3398
O: -6.6758 5.8187 1.5439
H: -7.4450 5.4920 2.0264
H: -6.3058 5.0237 1.1262
O: 7.3828 0.4134 2.0077
H: 7.2452 1.3676 2.0494
H: 7.5625 0.2345 1.0720
O: 7.3904 -0.5069 -1.1136
H: 7.6816 -0.6489 -2.0216
H: 6.5237 -0.9386 -1.0781
O: 4.9321 -1.9034 -2.3889
H: 4.6611 -1.9505 -3.3159
H: 4.2304 -2.3657 -1.9140
O: -3.3810 0.3767 -3.2719
H: -2.9251 0.6672 -2.4705
H: -2.7788 0.6191 -3.9871
O: -5.6118 -4.5797 -2.0861
H: -5.5143 -4.5222 -3.0431
H: -4.8584 -5.1108 -1.8033
O: 7.5634 -2.4675 3.0714
H: 8.5030 -2.5338 3.2791
H: 7.4524 -1.5726 2.7298
O: -8.6911 -3.2781 2.9205
H: -8.7754 -2.3259 3.0589
H: -8.5206 -3.3606 1.9757
O: 0.3985 -4.2725 -2.4251
H: -0.1045 -3.9737 -1.6549
H: 0.1982 -5.2142 -2.4879
O: 8.2467 1.7026 -3.0461
H: 8.4704 2.5271 -2.6032
H: 7.8643 1.1624 -2.3443
O: 6.0778 -2.7075 6.2807
H: 6.7334 -3.1882 5.7602
H: 6.0252 -3.2000 7.1072
O: 6.7725 3.2839 3.8519
H: 5.8712 2.9367 3.9013
H: 7.1294 3.1360 4.7355
O: -5.9377 1.5979 -1.9068
H: -5.2767 1.1617 -2.4557
H: -5.9644 1.0520 -1.1108
O: 5.6270 0.9239 -4.7006
H: 6.5714 0.9631 -4.4929
H: 5.4349 1.7935 -5.0665
O: -9.7554 6.2008 2.4194
H: -10.1136 6.7351 3.1368
H: -9.4712 6.8483 1.7630
O: -2.6005 -1.4624 -6.1927
H: -1.6483 -1.3213 -6.2933
H: -2.7411 -1.4546 -5.2373
O: 6.2719 3.8415 0.7028
H: 6.4549 4.7815 0.5791
H: 6.4134 3.6964 1.6458
O: 7.2418 -5.6257 3.4980
H: 7.1746 -4.6643 3.5664
H: 7.4278 -5.7798 2.5658
O: -1.4279 1.7289 -4.7269
H: -0.4875 1.6597 -4.5310
H: -1.5449 2.6453 -5.0017
O: -9.8691 -0.7690 4.3194
H: -10.4626 -0.0103 4.2904
H: -10.0490 -1.1755 5.1750
O: -1.7770 -5.8474 -4.2246
H: -1.8368 -4.8895 -4.1241
H: -1.5799 -5.9702 -5.1614
O: 4.7167 -4.2431 2.5327
H: 5.0219 -3.4581 3.0067
H: 4.2720 -4.7673 3.2081
O: -1.0440 -6.3632 -7.1110
H: -0.9253 -6.3321 -8.0672
H: -0.3172 -6.9152 -6.7980
O: 4.4262 6.2084 -0.7593
H: 3.8828 6.5046 -0.0201
H: 4.3271 5.2483 -0.7527
O: -6.8859 1.8404 5.5726
H: -6.6063 1.7798 4.6505
H: -7.7701 1.4572 5.5712
O: 5.9106 3.3133 -2.4357
H: 6.0931 4.2529 -2.5611
H: 6.0526 3.1720 -1.4897
O: 0.2002 -1.7993 -7.3145
H: 0.3251 -1.7719 -8.2693
H: 0.9356 -2.3395 -6.9934
O: 1.4835 3.6769 -0.8076
H: 2.4235 3.5980 -0.6127
H: 1.3817 4.5917 -1.1021
O: 4.9173 -1.3712 -5.5753
H: 4.8591 -0.4108 -5.4647
H: 5.1071 -1.4861 -6.5120
O: -3.3450 -4.7808 -8.8011
H: -3.0322 -4.0230 -8.2896
H: -3.7957 -5.3304 -8.1502
O: 2.2425 -2.7819 -4.8657
H: 2.5408 -2.0254 -4.3527
H: 1.7955 -3.3360 -4.2164
O: -1.4724 3.0776 3.2146
H: -2.3410 3.0854 3.6340
H: -1.5349 3.7581 2.5353
O: 3.6296 4.0448 -3.4087
H: 3.7421 4.0728 -4.3648
H: 4.3656 3.4948 -3.0996
O: -5.7235 -3.3139 6.4567
H: -5.0611 -3.7406 5.8987
H: -5.7507 -3.8599 7.2495
O: 0.8504 6.8382 -0.2374
H: 0.2776 7.6111 -0.2955
H: 0.6467 6.4604 0.6267
O: -8.2939 3.0640 0.2009
H: -8.5714 3.1169 -0.7209
H: -9.0120 2.5904 0.6360
O: 4.7674 3.3220 6.8739
H: 4.5046 3.3610 5.9471
H: 4.0288 2.8796 7.3059

Atomic forces in eV per Å
0.53 0.82 0.41
1.03 3.22 0.57
-1.05 1.52 -1.07
-1.60 0.59 -1.46
-1.55 -2.86 -0.36
1.13 -1.89 1.20
0.50 -0.77 -0.34
0.37 -0.23 0.19
0.69 -0.02 -0.05
-0.87 0.44 1.59
1.21 0.23 -0.63
1.01 0.69 0.71
-1.53 1.10 0.55
0.33 0.21 -0.22
-0.11 0.95 -0.36
-0.63 0.02 -0.67
-0.15 -1.02 0.07
0.57 -0.96 0.58
0.51 1.04 0.18
-0.31 -0.43 1.59
-0.14 -0.27 0.18
-0.59 -0.54 -0.75
-0.40 1.01 -0.63
-0.30 0.05 -1.00
-0.30 -1.04 -0.20
-0.10 -0.40 1.09
0.67 -0.47 -0.72
0.68 -0.06 -0.01
-0.32 -0.31 0.05
0.16 0.16 -0.49
0.37 -0.47 -0.16
0.40 -0.46 -0.11
0.26 0.28 0.27
-0.12 -0.23 -0.21
-0.08 -0.06 -0.17
0.22 0.21 -0.02
0.05 -0.12 0.05
-0.20 0.02 0.04
-0.08 0.17 0.31
-0.07 -0.10 -0.24
-0.14 -0.02 0.14
-0.12 0.46 -0.10
-0.10 -0.24 0.03
0.05 -0.12 -0.18
-0.10 0.30 0.19
-0.06 -0.07 0.00
0.12 -0.10 -0.13
-0.20 0.05 -0.01
0.02 0.05 -0.06
0.17 0.00 0.16
0.14 0.15 -0.22
0.11 -0.05 0.14
-0.12 -0.09 -0.01
0.03 0.26 0.06
-0.02 -0.41 0.14
-0.08 0.00 -0.25
-0.24 -0.04 0.06
0.30 0.03 -0.15
0.12 0.02 0.08
-0.19 -0.06 0.09
-0.10 -0.27 0.12
-0.02 0.20 0.06
0.00 -0.29 -0.30
0.01 0.06 0.09
-0.04 0.15 0.14
0.50 -0.37 0.30
-0.05 0.00 -0.12
-0.19 0.10 -0.06
-0.59 -0.04 0.01
0.14 -0.10 0.03
0.29 0.02 0.14
-0.02 -0.02 0.00
0.17 0.11 0.09
-0.07 0.09 -0.13
0.29 -0.25 -0.10
-0.10 -0.01 -0.15
-0.16 0.14 0.19
0.20 -0.11 -0.10
-0.06 0.06 -0.01
-0.09 0.08 -0.06
-0.27 -0.20 -0.22
-0.04 0.01 0.14
0.02 0.03 -0.07
-0.12 0.22 0.21
0.24 -0.13 -0.24
-0.08 -0.05 -0.05
0.13 0.76 -0.07
-0.06 0.02 0.14
0.01 0.05 0.18
-0.06 0.20 0.01
0.06 -0.10 -0.01
0.09 -0.15 -0.01
0.11 -0.04 0.16
-0.02 -0.13 -0.08
-0.09 0.06 -0.07
0.04 0.11 -0.19
-0.09 -0.03 0.02
0.06 0.01 0.12
0.38 0.02 0.25
-0.17 -0.09 -0.31
-0.18 0.07 0.05
0.35 0.39 -0.23
-0.13 -0.20 0.08
-0.15 -0.10 0.03
-0.13 0.24 0.22
0.05 -0.07 -0.10
0.10 -0.12 -0.12
0.06 0.07 0.01
0.06 -0.06 0.06
-0.13 0.07 -0.07
-0.09 0.14 0.20
-0.03 0.09 -0.21
0.07 -0.03 -0.10
0.29 -0.25 0.01
-0.24 0.18 0.06
-0.05 0.05 -0.01
0.20 -0.20 0.24
-0.07 0.06 -0.12
-0.08 0.10 -0.13
-0.08 0.15 -0.06
0.00 -0.08 0.06
0.14 -0.12 -0.04
0.53 0.20 0.40
-0.03 0.03 0.00
-0.06 -0.14 0.13
0.26 -0.08 -0.25
-0.13 0.04 0.08
-0.10 0.12 0.36
0.06 0.31 0.15
-0.09 -0.16 -0.13
-0.04 -0.02 -0.06
-0.27 -0.33 -0.32
0.38 -0.09 0.24
-0.10 -0.25 0.12
0.07 0.01 0.10
-0.05 -0.02 -0.01
0.07 0.05 -0.03
0.16 -0.28 0.00
-0.03 0.09 -0.28
-0.30 -0.10 0.09
0.04 0.29 0.12
0.02 -0.13 -0.11
-0.04 -0.13 0.00
-0.33 0.10 -0.49
-0.20 0.10 0.08
-0.07 -0.09 0.15
0.13 -0.26 0.25
-0.10 0.21 -0.19
-0.08 0.08 -0.06
0.01 0.01 0.21
0.05 -0.07 -0.10
-0.01 -0.06 -0.09
-0.24 -0.05 0.09
0.26 -0.05 0.00
0.11 0.01 0.01
-0.01 0.03 -0.01
-0.07 -0.05 -0.04
0.12 0.03 0.04